Below is C55H47AsCrN5O3PS as an isolated structure, with properties calculated with the ωB97M-V functional and the def2-TZVPD basis.

Structure (XYZ):
```
114
C55H47AsCrN5O3PS the ωB97M-V functional and the def2-TZVPD basis
Cr -1.364 0.291 -2.017
C 0.970 -2.802 -3.896
C -0.093 -1.905 -3.363
N 0.120 -0.771 -2.800
N 1.399 -0.268 -2.725
C 1.319 0.932 -2.173
O 0.246 1.479 -1.750
C 2.585 1.707 -2.034
C 2.560 2.942 -1.398
C 3.723 3.691 -1.285
C 4.912 3.204 -1.810
C 4.944 1.962 -2.431
C 3.784 1.213 -2.542
C -1.528 -2.229 -3.470
C -1.999 -3.387 -4.069
C -3.364 -3.560 -4.223
C -4.225 -2.566 -3.793
C -3.681 -1.456 -3.175
N -2.371 -1.299 -2.988
H 1.943 -2.414 -3.611
H 0.924 -2.866 -4.986
H 0.860 -3.813 -3.498
H 1.622 3.305 -0.998
H 3.703 4.648 -0.781
H 5.818 3.791 -1.728
H 5.875 1.576 -2.827
H 3.788 0.248 -3.030
H -1.296 -4.132 -4.414
H -3.751 -4.462 -4.679
H -5.296 -2.646 -3.910
H -4.309 -0.660 -2.794
O -2.365 -1.440 0.500
S -3.517 -0.583 0.358
O -4.139 -0.009 1.523
N -3.092 0.529 -0.724
C -3.936 1.609 -1.039
C -5.069 2.035 -0.383
C -5.828 3.131 -0.859
C -5.466 3.843 -1.960
C -4.276 3.484 -2.639
C -3.767 4.212 -3.740
C -2.589 3.851 -4.320
C -1.910 2.726 -3.814
N -2.368 2.013 -2.816
C -3.531 2.378 -2.193
C -4.749 -1.648 -0.394
C -4.420 -2.993 -0.534
C -5.360 -3.886 -1.034
C -6.623 -3.445 -1.392
C -6.949 -2.101 -1.254
C -6.023 -1.203 -0.748
H -5.358 1.553 0.537
H -6.719 3.414 -0.312
H -6.052 4.683 -2.310
H -4.318 5.073 -4.100
H -2.166 4.405 -5.145
H -0.967 2.408 -4.244
H -3.430 -3.321 -0.256
H -5.100 -4.931 -1.140
H -7.359 -4.146 -1.765
H -7.936 -1.753 -1.530
H -6.289 -0.163 -0.648
C 2.250 0.031 1.411
C 3.418 -0.704 0.772
As 5.200 -0.421 1.569
C 4.753 -0.971 3.392
C 4.038 -2.150 3.593
C 3.758 -2.600 4.877
C 4.203 -1.885 5.980
C 4.939 -0.724 5.790
C 5.213 -0.272 4.506
C 5.244 1.514 1.837
C 4.325 2.229 2.608
C 4.440 3.604 2.748
C 5.491 4.283 2.142
C 6.422 3.581 1.394
C 6.291 2.205 1.237
P 0.586 -0.525 0.791
C 0.580 -2.235 1.467
C 0.256 -3.245 0.560
C 0.244 -4.580 0.941
C 0.555 -4.928 2.249
C 0.896 -3.937 3.159
C 0.916 -2.605 2.768
C -0.385 0.521 1.953
C -0.539 1.848 1.545
C -1.235 2.760 2.326
C -1.796 2.358 3.530
C -1.664 1.038 3.936
C -0.969 0.128 3.152
H 2.318 1.101 1.205
H 2.253 -0.098 2.498
H 3.506 -0.458 -0.289
H 3.274 -1.787 0.827
H 3.682 -2.727 2.747
H 3.191 -3.514 5.012
H 3.977 -2.231 6.980
H 5.301 -0.166 6.644
H 5.786 0.638 4.376
H 3.526 1.710 3.121
H 3.712 4.144 3.341
H 5.585 5.355 2.260
H 7.253 4.101 0.933
H 7.021 1.661 0.648
H -0.005 -2.968 -0.456
H -0.010 -5.347 0.221
H 0.537 -5.966 2.556
H 1.150 -4.202 4.178
H 1.228 -1.855 3.485
H -0.114 2.167 0.597
H -1.349 3.781 1.986
H -2.347 3.063 4.139
H -2.117 0.707 4.862
H -0.931 -0.906 3.466
```

## Properties
Orbital gap (alpha / beta) = 6.6 / 7.2 eV
Spin multiplicity = 5
Charge = 0
Strongest force on any atom = 0.0161 Eh/bohr
<S²> = 6.026